*P*
# C3H9NO2S2

2 unconnected molecules or ions with the total composition C3H9NO2S2 (the ωB97M-V functional and the def2-TZVPD basis, the Open Molecules 2025 dataset).

Cartesian coordinates (Å):
O 2.273 1.410 -2.376
C 1.317 0.686 -2.207
N 1.186 -0.181 -1.186
C -0.051 -0.865 -0.877
C -0.824 -0.126 0.182
S -1.778 -1.216 1.290
S -3.623 -0.425 1.474
H 0.488 0.683 -2.933
H 1.884 -0.209 -0.458
H -0.573 -0.974 -1.814
H 0.188 -1.894 -0.598
H -1.450 0.659 -0.241
H -0.152 0.422 0.854
H -4.285 -0.812 0.363
O 1.575 0.756 2.553
H 1.294 1.317 3.286
H 2.532 0.768 2.688

As for the SMILES: O=CNCCSS.O. The value obtained for the frontier orbital gap is 9.53 eV. The value obtained for the HOMO energy is -9.110 eV.

=====

*Q*
# C3H9NO2S2

2 unconnected molecules or ions with the total composition C3H9NO2S2 (the ωB97M-V functional and the def2-TZVPD basis, the Open Molecules 2025 dataset).

Cartesian coordinates (Å):
C 0.236 1.973 0.903
C 1.692 -1.904 -0.475
C 0.644 0.248 -0.681
N -1.407 -0.478 -0.454
O 0.877 0.761 0.541
O 1.295 -0.765 -1.191
S -1.451 -1.345 0.973
S -2.528 0.723 -0.718
H 0.128 2.578 -0.006
H 0.852 2.428 1.667
H -0.759 1.820 1.453
H 2.309 -1.648 0.433
H 2.332 -2.420 -1.194
H 0.985 -2.679 -0.287
H 0.370 0.991 -1.482
H -2.109 -0.360 1.911
H -3.466 0.075 -1.392

The value obtained for the frontier orbital gap is 8.01 eV. The value obtained for the HOMO energy is -7.305 eV.

=====

Stability ranking, top and bottom: *P* is the most stable and *Q* is the least stable.

=====

*P*
# C3H9NO2S2

2 unconnected molecules or ions with the total composition C3H9NO2S2 (the ωB97M-V functional and the def2-TZVPD basis, the Open Molecules 2025 dataset).

Cartesian coordinates (Å):
N 2.064 0.753 1.598
C 1.475 1.671 0.768
O 1.747 2.846 0.841
C 0.404 1.154 -0.168
C 0.564 -0.226 -0.766
S -0.833 -0.606 -1.862
S -1.461 -2.456 -1.287
H 1.898 -0.235 1.535
H 2.537 1.149 2.394
H -0.495 1.326 0.391
H 0.436 1.889 -0.962
H 0.697 -1.010 -0.030
H 1.475 -0.253 -1.366
H -2.282 -2.136 -0.274
O -0.851 0.407 3.602
H -0.011 -0.011 3.836
H -1.195 0.742 4.436

As for the SMILES: NC(=O)CCSS.O. The value obtained for the frontier orbital gap is 9.58 eV. The value obtained for the HOMO energy is -9.246 eV.

=====

*Q*
# C3H9NO2S2

2 unconnected molecules or ions with the total composition C3H9NO2S2 (the ωB97M-V functional and the def2-TZVPD basis, the Open Molecules 2025 dataset).

Cartesian coordinates (Å):
O -0.936 -3.031 -1.939
C -0.355 -1.961 -1.636
N -0.341 -1.694 -0.318
C 0.074 -0.419 0.257
C 1.614 -0.305 0.563
S 1.928 0.938 1.842
S 3.142 0.101 3.109
H 0.065 -1.338 -2.427
H -0.476 -2.533 0.256
H -0.224 0.467 -0.383
H -0.485 -0.268 1.216
H 1.944 -0.006 -0.455
H 1.980 -1.260 0.795
H 4.273 0.609 2.771
O -4.031 3.322 -0.943
H -3.684 3.133 -1.775
H -4.488 4.246 -0.932

As for the SMILES: O=CNCCSS.O. The value obtained for the frontier orbital gap is 9.77 eV. The value obtained for the HOMO energy is -9.296 eV.

=====

Stability ranking, top and bottom: *P* is the most stable and *Q* is the least stable.

=====

*P*
# C3H12NO3

3 unconnected molecules or ions with the total composition C3H12NO3 (the ωB97M-V functional and the def2-TZVPD basis, the Open Molecules 2025 dataset).

Cartesian coordinates (Å):
C -0.499 0.681 -1.650
C 0.894 0.082 -1.559
C 1.372 0.072 -0.081
O 0.899 -1.016 0.609
N -1.451 0.577 -0.502
H -0.881 0.231 -2.679
H -0.510 1.827 -1.727
H 0.818 -1.032 -1.704
H 1.600 0.760 -2.046
H 1.250 0.990 0.561
H 2.448 -0.149 0.056
H -1.124 1.196 0.206
H -1.726 -0.356 -0.259
H -0.264 -0.997 0.764
H -1.240 -2.065 1.571
O -1.443 -1.281 1.263
H 0.643 -0.102 2.281
H -0.815 0.065 2.219
O 0.028 0.519 2.676

Its charge is -1. The value obtained for the frontier orbital gap is 8.71 eV. The value obtained for the HOMO energy is -4.534 eV.

=====

*Q*
# C3H12NO3

3 unconnected molecules or ions with the total composition C3H12NO3 (the ωB97M-V functional and the def2-TZVPD basis, the Open Molecules 2025 dataset).

Cartesian coordinates (Å):
C 0.092 1.845 0.342
N 0.953 1.089 -0.560
C 1.183 -0.361 -0.240
O 0.194 -1.244 -0.560
C -0.949 1.100 1.189
H -0.424 2.582 -0.283
H 0.740 2.421 1.017
H 0.495 0.991 -1.457
H 2.070 -0.603 -0.852
H 1.360 -0.406 0.855
H -1.800 1.728 1.417
H -1.231 0.212 0.624
H -0.527 0.761 2.136
H -0.627 -1.863 0.928
H 0.332 -2.575 1.932
O -0.591 -2.439 1.727
H -0.082 -1.162 -2.059
H -0.969 -0.732 -3.081
O -0.216 -1.345 -3.075

Its charge is -1. The value obtained for the frontier orbital gap is 8.11 eV. The value obtained for the HOMO energy is -4.084 eV.

=====

*R*
# C3H12NO3

3 unconnected molecules or ions with the total composition C3H12NO3 (the ωB97M-V functional and the def2-TZVPD basis, the Open Molecules 2025 dataset).

Cartesian coordinates (Å):
C 0.420 0.546 -0.433
O -0.202 -0.588 -0.586
C 0.053 1.211 1.019
C -1.503 1.194 1.100
N 0.948 0.665 2.058
H -0.055 1.386 -1.034
H 1.430 0.465 -0.556
H 0.225 2.229 0.990
H -1.876 2.051 0.631
H -1.992 0.299 0.589
H -2.010 1.148 2.083
H 0.580 0.899 2.940
H 1.035 -0.291 2.127
H 0.746 -3.446 -0.819
H 1.331 -1.937 -0.889
O 1.543 -2.872 -1.018
H 0.352 -1.404 -3.190
H -0.693 -0.727 -2.001
O -0.332 -0.827 -3.012

Its charge is -1. The value obtained for the frontier orbital gap is 7.46 eV. The value obtained for the HOMO energy is -3.395 eV.

=====

Stability ranking, top and bottom: *Q* is the most stable and *P* is the least stable.

=====

*P*
# C2H8N2O

2 unconnected molecules or ions with the total composition C2H8N2O (the ωB97M-V functional and the def2-TZVPD basis, the Open Molecules 2025 dataset).

Cartesian coordinates (Å):
C -0.236 1.079 0.615
N -1.182 0.508 -0.126
C -1.540 -0.838 0.313
H -0.133 2.170 0.564
H 0.123 0.632 1.557
H -1.650 -0.922 1.402
H -0.794 -1.584 -0.004
H -2.491 -1.123 -0.143
N 1.341 0.481 -0.853
O 2.228 -0.655 -0.691
H 1.668 0.883 -1.735
H 0.336 0.160 -1.165
H 2.330 -0.792 0.266

As for the SMILES: C=NC.NO. The value obtained for the frontier orbital gap is 10.23 eV. The value obtained for the HOMO energy is -9.264 eV.

=====

*Q*
# C2H8N2O

2 unconnected molecules or ions with the total composition C2H8N2O (the ωB97M-V functional and the def2-TZVPD basis, the Open Molecules 2025 dataset).

Cartesian coordinates (Å):
C 1.061 0.683 -1.229
C 0.314 0.350 0.054
N -0.043 -1.035 0.168
H 0.431 0.473 -2.092
H 1.983 0.108 -1.302
H 1.318 1.739 -1.236
H 0.959 0.590 0.904
H -0.829 0.824 -0.102
H -0.462 -1.400 -0.677
H 0.425 -1.617 0.845
N -1.841 -0.569 1.219
O -1.619 0.738 1.238
H -1.697 -0.884 2.211

As for the SMILES: CCN.N=O. The value obtained for the frontier orbital gap (alpha / beta) is 8.87 / 8.87 eV. The value obtained for the HOMO energy (alpha / beta) is -8.218 / -8.217 eV.

=====

Stability ranking, top and bottom: *P* is the most stable and *Q* is the least stable.

=====

*P*
# C2H8N2O

2 unconnected molecules or ions with the total composition C2H8N2O (the ωB97M-V functional and the def2-TZVPD basis, the Open Molecules 2025 dataset).

Cartesian coordinates (Å):
H -0.787 -1.753 1.798
N -0.719 -1.361 0.897
C -0.625 -0.039 1.003
N -0.481 0.548 -0.266
C 0.088 1.900 -0.392
H -0.674 0.476 2.001
H 0.030 -0.104 -0.950
H 0.231 2.039 -1.549
H -0.580 2.756 0.056
H 1.067 2.166 0.047
O 0.855 -2.097 -1.193
H 0.069 -2.052 -0.637
H 1.527 -2.481 -0.815

As for the SMILES: [H]/N=C/NC.O. The value obtained for the frontier orbital gap is 10.13 eV. The value obtained for the HOMO energy is -9.150 eV.

=====

*Q*
# C2H8N2O

2 unconnected molecules or ions with the total composition C2H8N2O (the ωB97M-V functional and the def2-TZVPD basis, the Open Molecules 2025 dataset).

Cartesian coordinates (Å):
C -1.262 1.778 0.022
C 1.186 -1.653 0.186
N 0.603 -0.021 0.350
N -0.190 -0.448 -0.726
O -0.276 1.694 0.875
H 1.353 0.536 -0.058
H -0.894 -1.067 -0.309
H -1.206 2.596 -0.720
H -1.082 0.740 -0.754
H -2.281 1.653 0.426
H 2.184 -1.437 0.557
H 0.600 -2.198 0.921
H 1.266 -2.172 -0.769

The value obtained for the frontier orbital gap (alpha / beta) is 9.08 / 9.08 eV. The value obtained for the HOMO energy (alpha / beta) is -8.941 / -8.941 eV.

=====

*R*
# C2H8N2O

2 unconnected molecules or ions with the total composition C2H8N2O (the ωB97M-V functional and the def2-TZVPD basis, the Open Molecules 2025 dataset).

Cartesian coordinates (Å):
N -3.202 0.691 1.145
C -2.367 0.231 0.078
C -1.323 0.793 -0.591
N -0.717 -0.011 -1.546
H -2.863 1.488 1.674
H -4.123 0.861 0.687
H -2.898 -0.541 -0.494
H -0.990 1.727 -0.157
H -0.671 -0.989 -1.302
H 0.138 0.424 -1.846
O 6.186 -1.393 0.747
H 5.524 -2.016 1.073
H 5.602 -0.819 0.236

As for the SMILES: N/C=C/N.O. The value obtained for the frontier orbital gap is 8.14 eV. The value obtained for the HOMO energy is -7.403 eV.

=====

Stability ranking, top and bottom: *P* is the most stable and *Q* is the least stable.

=====

*P*
# C8H9ClN3O

A gas-phase ion, C8H9ClN3O (charge +1) (the ωB97M-V functional and the def2-TZVPD basis, the Open Molecules 2025 dataset).

Cartesian coordinates (Å):
C 0.620 -2.917 0.266
C -0.120 -1.697 -0.181
N -1.404 -1.587 -0.171
C -2.157 -0.451 -0.167
Cl -3.797 -0.755 -0.185
C -1.462 0.747 0.002
C 0.131 0.620 -0.006
N 0.637 -0.552 -0.226
C 2.110 -0.520 -0.242
C 0.694 1.987 0.076
O 1.852 2.201 0.157
N -0.352 2.849 -0.138
C -1.617 2.223 0.057
H 1.152 -2.538 1.266
H -0.046 -3.769 0.429
H 1.339 -3.299 -0.401
H 2.292 0.430 -0.728
H 2.442 -0.393 0.852
H 2.431 -1.410 -0.702
H -0.264 3.902 -0.270
H -2.348 2.466 -0.697
H -2.132 2.463 1.010

As for the SMILES: Cc1nc(Cl)c2c([n+]1C)C(=O)NC2. Its charge is +1. The value obtained for the frontier orbital gap is 8.70 eV. The value obtained for the HOMO energy is -13.876 eV.

=====

*Q*
# C8H9ClN3O

A gas-phase ion, C8H9ClN3O (charge +1) (the ωB97M-V functional and the def2-TZVPD basis, the Open Molecules 2025 dataset).

Cartesian coordinates (Å):
O 1.820 -0.904 -1.265
C 1.498 0.417 -1.352
Cl 1.403 0.788 -3.189
N 2.437 1.376 -0.792
C 1.970 2.057 0.223
N 0.661 1.915 0.320
N 0.264 0.775 -0.648
C -0.660 -0.042 0.086
C -1.625 -0.594 -0.753
C -2.444 -1.576 -0.259
C -2.404 -1.904 1.094
C -1.604 -1.127 1.949
C -0.629 -0.230 1.516
H 2.587 -1.173 -1.727
H 3.346 1.183 -0.996
H 2.525 2.796 0.781
H 0.127 2.137 1.137
H -1.478 -0.183 -1.709
H -3.102 -2.183 -0.852
H -3.142 -2.684 1.297
H -1.624 -1.166 3.051
H 0.074 0.323 2.089

As for the SMILES: O[C@]1(Cl)[NH+]=CNN1c1ccccc1. Its charge is +1. The value obtained for the frontier orbital gap is 8.68 eV. The value obtained for the HOMO energy is -12.654 eV.

=====

Stability ranking, top and bottom: *P* is the most stable and *Q* is the least stable.

=====

*P*
# C7H9N

A gas-phase ion, C7H9N (charge +1) (the ωB97M-V functional and the def2-TZVPD basis, the Open Molecules 2025 dataset).

Cartesian coordinates (Å):
C 1.053 0.445 0.876
C 0.296 0.065 1.981
N -0.928 -0.400 1.559
C -0.941 -0.395 0.192
C 0.192 0.340 -0.241
C 0.622 0.591 -1.640
C 1.873 0.931 -1.903
C -1.860 -1.271 -0.590
H 1.963 1.010 0.952
H 0.558 0.081 3.025
H -1.581 -0.921 2.134
H -0.177 0.555 -2.372
H 2.665 1.003 -1.155
H 2.491 0.971 -2.796
H -2.778 -0.718 -0.788
H -2.044 -2.181 -0.019
H -1.404 -1.550 -1.537

Its charge is +1. The multiplicity is 2. The value obtained for the frontier orbital gap (alpha / beta) is 9.99 / 6.69 eV. As for the expectation value of S²: 0.78. The value obtained for the HOMO energy (alpha / beta) is -13.636 / -13.742 eV.

=====

*Q*
# C7H9N

A gas-phase ion, C7H9N (charge +1) (the ωB97M-V functional and the def2-TZVPD basis, the Open Molecules 2025 dataset).

Cartesian coordinates (Å):
C 0.504 1.228 -1.483
C -0.400 0.365 -2.109
N -0.852 -0.539 -1.215
C -0.292 -0.264 0.013
C 0.585 0.864 -0.157
C 1.413 1.474 0.915
C -1.194 -2.199 1.204
C -0.491 -1.047 1.184
H 1.110 1.983 -1.952
H -0.687 0.329 -3.149
H -1.723 -1.040 -1.311
H 2.105 0.721 1.299
H 2.046 2.249 0.484
H 0.866 1.921 1.749
H -1.662 -2.651 0.334
H -1.311 -2.746 2.125
H -0.016 -0.649 2.071

Its charge is +1. The multiplicity is 2. The value obtained for the frontier orbital gap (alpha / beta) is 9.19 / 7.70 eV. As for the expectation value of S²: 0.79. The value obtained for the HOMO energy (alpha / beta) is -13.506 / -14.627 eV.

=====

Stability ranking, top and bottom: *Q* is the most stable and *P* is the least stable.

=====

*P*
# C10H15NS

C10H15NS in the gas phase (the ωB97M-V functional and the def2-TZVPD basis, the Open Molecules 2025 dataset).

Cartesian coordinates (Å):
C 0.283 0.076 2.234
C -0.461 1.068 1.345
C 0.476 2.206 0.939
C -1.037 0.444 0.077
N -2.145 -0.679 0.399
S -3.436 -0.139 1.367
C -0.040 -0.248 -0.806
C 0.438 0.385 -1.947
C 1.344 -0.250 -2.779
C 1.775 -1.532 -2.486
C 1.299 -2.173 -1.355
C 0.399 -1.537 -0.521
H 1.185 -0.274 1.738
H 0.570 0.561 3.165
H -0.346 -0.778 2.467
H -1.300 1.489 1.911
H 1.310 1.816 0.357
H 0.874 2.698 1.823
H -0.042 2.952 0.337
H -1.546 1.232 -0.490
H -2.507 -0.983 -0.498
H -3.001 -0.716 2.497
H 0.093 1.380 -2.191
H 1.707 0.254 -3.662
H 2.471 -2.030 -3.142
H 1.628 -3.176 -1.123
H 0.009 -2.044 0.347

As for the SMILES: CC(C)[C@H](NS)c1ccccc1. The value obtained for the frontier orbital gap is 9.67 eV. The value obtained for the HOMO energy is -8.808 eV.

=====

*Q*
# C10H15NS

C10H15NS in the gas phase (the ωB97M-V functional and the def2-TZVPD basis, the Open Molecules 2025 dataset).

Cartesian coordinates (Å):
C 3.222 1.594 1.072
C 2.413 0.558 0.169
S 0.768 0.889 -0.250
C 0.091 1.873 0.983
C -0.225 1.096 2.245
C -0.206 -0.665 -0.319
C -0.924 -0.912 -1.498
C -1.868 -1.914 -1.327
C -2.633 -2.361 -2.509
C -2.063 -2.409 -0.040
C -1.192 -2.159 0.926
N -0.156 -1.331 0.817
H 4.139 2.015 0.585
H 3.697 1.120 1.985
H 2.626 2.610 1.184
H 2.968 0.238 -0.683
H 0.421 1.558 -1.461
H -0.694 2.413 0.496
H 0.686 0.655 2.487
H -0.936 0.202 2.034
H -0.664 1.687 3.085
H -0.587 -0.224 -2.289
H -2.560 -1.529 -3.217
H -2.501 -3.414 -2.885
H -3.719 -2.364 -2.308
H -2.665 -3.375 -0.137
H -1.332 -2.669 1.947

As for the SMILES: CC=[SH](=CC)c1cc(C)ccn1. The value obtained for the frontier orbital gap is 7.10 eV. The value obtained for the HOMO energy is -6.869 eV.

=====

Stability ranking, top and bottom: *P* is the most stable and *Q* is the least stable.